(P)
ORCA calculation (ωB97M-V with the def2-TZVPD basis set) on a single C7H12 molecule.

## Properties
total charge = 0
E_HOMO = -9.8 eV
SMILES = CC1CC2(CC2)C1
LUMO level = 1.16 eV

CARTESIAN COORDINATES (ANGSTROEM)
C: 2.59404 0.25597 0.15065
C: 1.12686 0.39201 -0.20975
C: 0.28035 -0.86146 -0.54297
C: -0.89500 -0.13966 0.10466
C: -2.04154 0.41042 -0.67766
C: -2.27629 -0.59796 0.42371
C: 0.08541 0.73113 0.88390
H: 3.18599 -0.05447 -0.71900
H: 2.73804 -0.48429 0.94746
H: 3.00251 1.21401 0.49537
H: 1.01190 1.10994 -1.02727
H: 0.18956 -1.17301 -1.58843
H: 0.59941 -1.71639 0.06509
H: -2.16289 0.08148 -1.70669
H: -2.33992 1.43914 -0.49818
H: -2.56638 -1.60601 0.13871
H: -2.73322 -0.25176 1.34783
H: 0.37172 0.27062 1.83789
H: -0.16626 1.78243 1.05464

(Q)
ORCA calculation (ωB97M-V with the def2-TZVPD basis set) on a single C7H12 molecule.

## Properties
total charge = 0
E_HOMO = -9.0 eV
SMILES = C[C@@H]1C=C[C@H](C)C1
LUMO level = 1.17 eV

CARTESIAN COORDINATES (ANGSTROEM)
C: -2.24179 -0.57356 -0.06161
C: -1.18345 0.52562 0.01016
C: -0.08658 0.25354 1.08871
C: 1.29862 0.44531 0.38846
C: 1.96085 -0.89611 0.13001
C: 0.90577 0.96638 -0.99099
C: -0.38705 0.77226 -1.27068
H: -1.76762 -1.55437 -0.20108
H: -2.82613 -0.60794 0.86833
H: -2.93074 -0.38773 -0.89369
H: -1.69699 1.47381 0.24135
H: -0.21682 0.88166 1.98092
H: -0.16815 -0.78778 1.43232
H: 1.99356 1.07972 0.96091
H: 1.30779 -1.58589 -0.43486
H: 2.20970 -1.36833 1.08305
H: 2.86815 -0.76473 -0.46995
H: 1.66506 1.30526 -1.69653
H: -0.79630 0.69976 -2.28060

Stability ranking, top and bottom: (Q) is the most stable and (P) is the least stable.

(P)
ORCA calculation (ωB97M-V with the def2-TZVPD basis set) on a single C24H29N3O5 molecule.

## Properties
total charge = 0
E_HOMO = -8.1 eV
SMILES = CCOC(=O)N1CCC(N2C[C@]34C=C[C@H](O3)[C@@H](C(=O)Nc3ccc(C)cc3)[C@@H]4C2=O)CC1
LUMO level = -0.04 eV

CARTESIAN COORDINATES (ANGSTROEM)
C: 0.80121 1.60875 2.53284
C: 1.07448 0.53760 3.66445
H: 0.76394 0.88200 4.54942
H: 2.13644 0.44718 3.64127
O: 0.22499 -0.51655 3.64459
C: 0.88650 -1.32607 2.60784
O: 1.93707 -1.05432 1.91594
N: 0.05763 -2.56031 2.50918
C: -1.17254 -2.73765 3.16667
H: -1.28058 -1.96576 3.93883
C: -2.19315 -2.91524 1.99824
H: -3.12990 -3.40126 2.52471
H: -2.74342 -1.87537 2.11898
C: -1.74149 -3.66782 0.84393
N: -1.57418 -2.68760 -0.17450
C: -0.89834 -1.35422 -0.06860
O: -1.10555 -0.63567 1.00614
C: -0.33423 -0.99653 -1.37985
H: -1.13983 -0.50062 -2.05221
C: 1.15911 -0.52747 -1.41237
C: 1.09709 0.93952 -1.89860
O: 2.03307 1.26856 -2.94272
N: 0.51385 1.70770 -1.22033
C: 0.47638 3.16149 -1.28327
C: -0.79779 3.72486 -0.54716
C: -0.78116 5.04391 -0.42493
C: -0.12279 5.94245 -1.20005
C: 0.74372 5.16349 -2.39909
C: 1.07869 3.96364 -2.17031
H: 1.70109 3.37396 -2.82478
H: 1.24933 5.78282 -3.10718
C: -0.41893 7.42286 -1.45781
H: 0.63422 7.85032 -1.16409
H: -0.53899 7.74538 -2.36907
H: -1.11304 7.75173 -0.76533
H: -1.39054 5.50194 0.09132
H: -1.27375 3.16280 0.36779
H: 0.19439 1.30508 -0.33769
H: 1.44763 -0.60001 -0.39528
C: 1.85341 -1.58004 -2.36423
C: 1.34781 -1.63032 -3.51871
C: 0.23955 -1.99661 -3.67435
H: -0.72423 -2.08918 -4.34535
C: -0.21117 -2.32821 -2.01113
C: -1.34878 -3.20135 -1.60354
H: -1.00735 -4.45311 -1.34847
H: -2.21451 -3.26499 -1.92189
O: 1.09106 -2.87885 -1.53422
H: 1.64059 -1.18046 -4.54472
H: 2.87926 -1.60340 -2.19060
C: -0.62102 -4.54757 1.19771
H: -0.90917 -5.22638 2.00358
H: -0.38961 -5.30433 0.37035
C: 0.69070 -3.68269 1.76843
H: 1.17450 -3.28192 0.89354
H: 1.57919 -4.33642 2.10740
H: -2.68095 -4.19575 0.58302
H: -0.95264 -3.62644 3.79697
H: 1.12251 2.59387 2.67024
H: -0.08433 1.54397 2.49297
H: 1.06458 1.30459 1.64612

(Q)
ORCA calculation (ωB97M-V with the def2-TZVPD basis set) on a single C24H29N3O5 molecule.

## Properties
total charge = 0
E_HOMO = -8.5 eV
SMILES = CCc1cc(=O)oc2c3c(cc(OCC(=O)NCCCn4ccnc4)c12)OC(C)(C)CC3
LUMO level = 0.11 eV

CARTESIAN COORDINATES (ANGSTROEM)
C: 0.71940 3.12992 -0.70786
H: 0.69639 2.17919 -1.23639
H: 1.75217 3.44405 -0.56722
H: 0.22342 3.87083 -1.33143
C: -0.00032 3.02334 0.63982
C: -1.43679 2.64499 0.42194
C: -2.34544 3.64825 0.34814
C: -3.74677 3.43485 0.09564
O: -4.59241 4.28988 -0.00225
O: -4.13314 2.12801 -0.04243
C: -3.26465 1.09685 0.03490
C: -3.85220 -0.16033 -0.11792
C: -3.03906 -1.28120 -0.03399
C: -1.66174 -1.13048 0.16196
C: -1.07850 0.11074 0.29518
C: -1.88236 1.28317 0.25079
O: 0.26890 0.25923 0.46826
C: 1.05703 -0.89987 0.63505
C: 2.52627 -0.54742 0.88779
O: 3.29890 -1.38785 1.29687
N: 2.85601 0.71805 0.59577
H: 2.13735 1.32294 0.23067
C: 4.18792 1.25893 0.73759
H: 4.12831 2.20236 1.28839
C: 4.84831 1.49302 -0.62374
H: 5.73715 2.11092 -0.48678
H: 4.15554 2.03013 -1.27509
C: 5.25613 0.17642 -1.29967
N: 6.40978 -0.40421 -0.67201
C: 7.70570 -0.08325 -0.90838
N: 8.52533 -0.74257 -0.14007
C: 7.73838 -1.52911 0.64112
C: 6.42386 -1.33494 0.33046
H: 5.52391 -1.76503 0.72021
H: 8.16838 -2.18368 1.37201
H: 8.00169 0.62716 -1.65531
H: 4.43164 -0.53914 -1.24558
H: 5.49086 0.36342 -2.35223
H: 4.77233 0.54472 1.32196
H: 0.71090 -1.49831 1.48624
H: 1.02666 -1.53079 -0.26476
H: -1.08586 -2.03866 0.20225
O: -3.48021 -2.54579 -0.14760
C: -4.89865 -2.76825 -0.13609
C: -5.09820 -4.14136 -0.77700
H: -6.14810 -4.41710 -0.75091
H: -4.52049 -4.88632 -0.23689
H: -4.76002 -4.12682 -1.80982
C: -5.38083 -2.78808 1.31734
H: -5.09817 -1.87174 1.82896
H: -4.92560 -3.62404 1.84290
H: -6.46114 -2.89613 1.35265
C: -5.60531 -1.68318 -0.95653
C: -5.32226 -0.29517 -0.39137
H: -5.63002 0.47550 -1.09994
H: -5.89157 -0.12470 0.52603
H: -6.67677 -1.88005 -0.97267
H: -5.23239 -1.73651 -1.98219
H: -2.05132 4.67818 0.47495
H: 0.03211 3.99781 1.13067
H: 0.48956 2.29928 1.28763

Stability ranking, top and bottom: (Q) is the most stable and (P) is the least stable.

(P)
ORCA calculation (ωB97M-V with the def2-TZVPD basis set) on 2 unconnected molecules or ions with the total composition C4H3O3.

## Properties
total charge = -1
E_HOMO (spin up / spin down) = -3.4 / -3.4 eV
LUMO level (spin up / spin down) = 4.13 / 4.13 eV

CARTESIAN COORDINATES (ANGSTROEM)
C: 0.76776 0.66957 -0.67113
C: 1.96475 0.95809 -0.01244
C: -0.54976 0.74418 -0.72321
C: -1.18984 -1.14482 0.43989
O: -1.48552 1.26169 -1.29148
O: 2.67357 1.87435 0.29074
O: 1.70404 -0.25267 0.34218
H: -0.29423 -1.54588 1.07886
H: -1.45464 -1.57221 -0.43468
H: -2.13613 -0.99230 0.98127

(Q)
ORCA calculation (ωB97M-V with the def2-TZVPD basis set) on 2 unconnected molecules or ions with the total composition C4H3O3.

## Properties
total charge = -1
E_HOMO = -3.8 eV
LUMO level = 4.10 eV

CARTESIAN COORDINATES (ANGSTROEM)
C: -1.13952 0.11222 0.12231
C: -0.45535 1.39173 -0.04237
C: -2.56887 0.10604 0.01501
C: 0.23321 2.33566 -0.31074
O: -3.57415 -0.07358 -0.64511
O: -2.21532 0.12439 1.26124
O: 0.85991 -2.10440 -0.36816
H: 0.69462 3.21638 -0.49825
H: 0.22157 -2.58979 -0.89603
H: 0.25173 -1.21448 -0.09409

Stability ranking, top and bottom: (Q) is the most stable and (P) is the least stable.

(P)
ORCA calculation (ωB97M-V with the def2-TZVPD basis set) on 2 unconnected molecules or ions with the total composition C2H3ClN2O.

## Properties
total charge = 0
E_HOMO = -10.8 eV
SMILES = [H]/N=C\Cl.N=C=O
LUMO level = 0.69 eV

CARTESIAN COORDINATES (ANGSTROEM)
C: -2.34516 1.57387 -1.27842
C: 0.62384 0.19020 0.41897
N: -2.19410 0.41953 -1.55712
N: 1.33266 0.08792 1.40129
O: -2.71871 2.64991 -0.99651
Cl: 0.22533 1.65473 -0.51061
H: 0.25093 -0.72530 -0.03361
H: -1.57923 -0.35132 -1.84284
H: 1.54909 0.89678 1.84132

(Q)
ORCA calculation (ωB97M-V with the def2-TZVPD basis set) on 2 unconnected molecules or ions with the total composition C2H3ClN2O.

## Properties
total charge = 0
E_HOMO = -10.8 eV
SMILES = [H]/N=C\Cl.N=C=O
LUMO level = 0.56 eV

CARTESIAN COORDINATES (ANGSTROEM)
C: -0.44169 -1.08915 -1.80407
C: 0.36971 0.83133 0.61039
N: -0.34418 0.06848 -1.44312
N: -0.30287 1.92163 0.83810
O: -0.13277 -2.20022 -2.01546
Cl: 0.31875 -0.72660 1.41155
H: 1.24560 0.85195 -0.05478
H: -0.58397 0.95192 -1.60429
H: -1.05921 1.75892 1.45156

Stability ranking, top and bottom: (P) is the most stable and (Q) is the least stable.

(P)
ORCA calculation (ωB97M-V with the def2-TZVPD basis set) on a single C3H4ClNS2 molecule.

## Properties
total charge = 0
E_HOMO = -8.6 eV
SMILES = S=CN(S)/C=C\Cl
LUMO level = -0.71 eV

CARTESIAN COORDINATES (ANGSTROEM)
C: -1.09867 -0.06797 1.08945
C: 0.47264 0.84585 -0.38645
C: 0.83532 0.77416 -1.59175
H: 1.48384 -2.10051 0.76449
H: -1.21209 -0.85814 1.91011
H: 0.61144 1.86868 0.13254
H: 1.25839 1.58948 -2.08795
N: -0.06849 -0.28770 0.35923
S: 1.39560 -0.80985 1.37813
S: -2.22788 1.28173 1.17230
Cl: 0.61168 -0.90282 -2.27695

(Q)
ORCA calculation (ωB97M-V with the def2-TZVPD basis set) on a single C3H4ClNS2 molecule.

## Properties
total charge = 0
E_HOMO = -8.4 eV
SMILES = N/C=C(/Cl)C(=S)S
LUMO level = -0.37 eV

CARTESIAN COORDINATES (ANGSTROEM)
C: -1.01641 0.63557 -0.06885
C: 0.36000 0.53184 -0.08497
C: 1.06001 -0.70639 -0.05949
H: -1.65486 -1.29140 0.14154
H: -2.91674 -0.06182 -0.04643
H: -1.43723 1.63109 -0.22565
H: 3.11578 0.48364 0.39251
N: -1.95965 -0.28716 0.08070
S: 2.87445 -0.76801 -0.01827
S: 0.36790 -2.18956 -0.06875
Cl: 1.20676 2.02219 -0.04234

Stability ranking, top and bottom: (Q) is the most stable and (P) is the least stable.

(P)
ORCA calculation (ωB97M-V with the def2-TZVPD basis set) on 2 unconnected molecules or ions with the total composition C4H3F3.

## Properties
total charge = 0
E_HOMO = -10.1 eV
SMILES = FC#CF.C=CF
LUMO level = 0.58 eV

CARTESIAN COORDINATES (ANGSTROEM)
C: -1.08933 0.21201 1.90697
C: -0.22728 -0.60444 2.09833
C: -0.23367 0.31104 -1.49543
C: 0.98845 0.04378 -1.13899
F: -2.24191 0.71372 1.80758
F: 0.93968 -1.28112 1.99157
F: 1.53870 -1.20130 -1.01483
H: -0.95358 -0.30158 -2.01795
H: -0.48405 1.38111 -1.44064
H: 1.76298 0.72679 -0.69661

(Q)
ORCA calculation (ωB97M-V with the def2-TZVPD basis set) on a single C4H3F3 molecule.

## Properties
total charge = 0
E_HOMO = -10.0 eV
SMILES = F[C@@H]1[C@H]2[C@H](F)[C@]21F
LUMO level = 0.94 eV

CARTESIAN COORDINATES (ANGSTROEM)
C: 0.68560 0.12149 -0.36168
C: 0.47576 -0.32376 1.04129
C: -0.54911 -0.40418 -1.04914
C: -0.57356 0.43927 0.35730
F: 1.09813 0.28745 2.11663
F: -0.96831 0.23334 -2.15577
F: -1.17571 1.60575 0.55233
H: 1.38362 0.66665 -0.88638
H: 0.44006 -1.26699 1.37672
H: -0.81648 -1.35903 -0.99129

Stability ranking, top and bottom: (Q) is the most stable and (P) is the least stable.